25
Properties=species:S:1:pos:R:3:forces:R:3:mulliken_charge:R:1 method="wB97M-V/def2-TZVPD" e_lumo_ev=-3.780 charge=+1 gap_ev=9.79 smiles="NS(=O)(=O)[C@]1([N+](=O)[O-])C=C[C@H]([NH3+])C(O)=C1" e_homo_ev=-13.57
N -1.651348 2.384130 0.720204 1.11 1.90 2.38 -0.4993
S -0.149125 2.037582 0.221001 -0.30 -2.95 -1.23 1.1070
O 0.835615 2.963561 0.625004 0.11 0.40 -0.25 -0.5079
O -0.336523 1.571672 -1.171341 0.48 0.89 1.25 -0.7724
C 0.167550 0.292427 1.081372 1.65 0.51 -1.90 1.4592
N 0.038580 0.611710 2.488218 1.25 0.36 1.18 1.0162
O 0.826410 1.439299 2.882971 0.29 0.46 0.33 -0.5635
O -0.761686 0.042698 3.162580 -1.23 -0.70 0.56 -0.6116
C 1.680980 -0.104857 0.707339 -1.36 1.80 3.99 -0.8349
C 1.818726 -0.923685 -0.254731 0.56 -2.44 -5.65 -0.5467
C 0.662731 -1.554393 -1.078039 0.21 0.32 1.99 -0.3864
N 0.433460 -0.793418 -2.391362 0.31 1.22 -0.54 -0.2442
C -0.630984 -1.658781 -0.206961 1.87 0.13 -3.19 0.4911
O -1.411733 -2.672269 -0.696508 -0.63 1.28 1.14 -0.5316
C -0.859290 -0.693000 0.659333 -0.02 -0.41 0.12 -1.3989
H -1.748699 3.241319 1.376191 0.12 -1.94 -1.68 0.3086
H -2.208312 2.308443 -0.088590 -1.38 0.32 -0.73 0.2667
H 2.578441 0.121220 1.358808 -1.52 0.59 -0.82 0.4194
H 2.770173 -1.137253 -0.822817 -0.57 0.10 1.54 0.3847
H 0.968761 -2.550299 -1.346644 0.11 -0.36 -0.28 0.5227
H 1.219642 -0.114408 -2.710416 -1.09 -1.81 0.78 0.4031
H -0.309957 -0.094187 -2.195914 0.01 -0.28 -0.12 0.4495
H 0.168058 -1.434407 -3.171572 0.21 0.71 0.70 0.3918
H -2.304115 -2.569963 -0.295752 0.54 -0.46 -0.32 0.3656
H -1.797353 -0.713140 1.147623 -0.73 0.36 0.77 0.3120

---

21
Properties=species:S:1:pos:R:3:forces:R:3:mulliken_charge:R:1 method="wB97M-V/def2-TZVPD" e_lumo_ev="-3.657 / -8.796" charge=+1 gap_ev="7.91 / 5.08" spin_multiplicity=3 e_homo_ev="-11.57 / -13.88"
C -3.161837 0.599707 0.125003 0.36 -0.20 0.31 -0.0523
C 1.100150 1.037926 0.539704 -1.44 0.00 0.20 1.2807
C -1.997181 -1.618891 0.189511 0.12 0.45 0.74 -0.6388
C -2.240628 -0.297726 -0.535258 -0.14 0.01 0.36 0.1418
C 0.009074 0.031658 0.296512 2.32 0.13 2.97 -0.3563
C 2.117773 0.693242 1.548730 1.22 -0.12 0.02 -1.1326
N -3.797753 1.425055 0.576745 -0.94 0.92 0.65 -0.2848
N -0.938817 0.302162 -0.558637 -1.47 1.91 -3.46 0.0232
N 2.111030 -0.295200 -1.321148 -0.10 -1.51 -0.25 -0.7030
O 1.026139 2.078756 -0.076571 -0.26 0.02 -0.37 -0.6088
S -0.466354 -1.367690 1.167906 -0.44 -0.94 0.28 0.1767
H -2.807528 -2.007957 0.819615 0.28 0.19 -0.21 0.4937
H -1.728804 -2.307236 -0.578050 0.21 -1.04 -0.42 0.3809
H -2.722097 -0.406072 -1.510945 0.73 -0.42 -0.37 0.2801
H 2.985075 0.276537 0.918164 -1.30 -0.24 1.56 0.2195
H 1.571846 0.081923 2.309184 1.29 -0.18 -0.47 0.3621
H 2.581975 1.554960 2.070302 -0.72 -0.22 -0.46 0.3513
H -0.720803 1.184821 -1.026475 -0.47 0.22 -0.40 0.3377
H 2.992643 -0.735218 -1.135891 0.52 -0.46 0.13 0.2272
H 2.355224 0.568659 -1.711101 0.38 1.86 -0.56 0.2726
H 1.730877 -0.799426 -2.107296 -0.16 -0.39 -0.24 0.2291

---

21
Properties=species:S:1:pos:R:3:forces:R:3:mulliken_charge:R:1 method="wB97M-V/def2-TZVPD" e_lumo_ev=0.995 gap_ev=8.47 e_homo_ev=-7.48
C 2.586031 0.558924 0.674689 -0.09 0.92 0.53 -0.3676
C 2.085975 1.072797 -0.513269 1.43 1.80 -1.49 -0.4798
C 1.988837 -0.595304 1.130400 0.88 1.72 0.02 -0.5127
C 1.109017 0.449409 -1.256164 0.51 -0.54 1.54 1.1632
C 0.382981 -0.593309 -0.615316 -1.31 0.06 -2.83 -1.0265
C -2.766009 0.209018 -0.343361 -1.05 0.67 -0.05 -0.1047
N 0.886827 -1.057202 0.488420 1.36 -0.10 0.77 0.1069
N 0.851272 0.807207 -2.530158 -2.46 -1.42 -1.27 -0.4933
N -1.942354 -1.664287 2.419474 -1.48 0.86 4.60 -0.5977
N -1.917118 -1.247413 1.316786 -0.19 0.68 -3.17 0.3055
O -2.654519 -0.082140 1.076208 0.00 -0.35 0.02 -0.2327
H 3.328931 1.284135 1.161258 -0.89 -2.10 -0.23 0.2660
H 2.667410 1.955360 -0.929161 -1.01 -0.89 0.38 0.1664
H 2.332492 -1.053157 2.001266 0.15 -0.98 1.25 0.4324
H -1.771877 0.219536 -0.818785 -0.49 -0.86 0.11 -0.0469
H -3.009877 1.318915 -0.283741 -0.52 -1.50 -0.46 0.2365
H -3.583053 -0.501485 -0.864156 1.94 1.86 1.13 0.1993
H 1.398107 1.477966 -2.965392 1.05 1.26 -0.74 0.1657
H 0.156544 0.325726 -3.146417 1.06 0.52 1.44 0.2356
H -2.564750 -1.011626 3.139015 1.40 -1.44 -2.01 0.2611
H 0.435140 -1.873065 0.858407 -0.29 -0.16 0.45 0.3234

---

25
Properties=species:S:1:pos:R:3:forces:R:3:mulliken_charge:R:1 method="wB97M-V/def2-TZVPD" e_lumo_ev=-4.103 charge=+1 gap_ev=9.51 e_homo_ev=-13.61
C -2.227902 0.804546 -0.123573 -0.49 -4.05 1.58 0.5407
C 0.608791 -0.780971 0.595501 0.67 -0.36 0.24 0.9317
C 2.546738 0.149247 -0.399099 0.77 -3.07 -0.69 0.5427
C 0.355383 0.558267 1.159097 -1.49 -1.77 1.05 -0.8314
C -1.278529 2.628328 -1.579230 -1.51 -1.25 0.16 -0.8197
C 2.273335 -2.346249 -0.454222 -0.43 -0.02 -0.61 -0.9454
N -2.875590 -0.089486 0.463866 -2.19 -0.12 1.35 -0.7415
N -1.622479 1.659044 -0.601538 0.48 0.92 -0.43 -0.0122
N 1.775572 -1.004731 -0.060496 0.08 2.05 -0.23 0.0083
N 1.080678 1.581940 0.869529 -0.69 -0.45 0.69 0.9483
N -2.640223 -1.444907 0.995760 0.95 2.47 -2.16 0.0269
O -0.153076 -1.731178 0.770364 -0.42 0.21 0.41 -0.8203
O 3.544475 0.021701 -1.027263 0.17 0.71 -0.04 -0.4969
O 2.117335 1.365690 -0.050779 0.19 1.80 0.00 -0.2923
O 0.928902 2.691745 1.286879 0.68 0.66 -0.53 -0.6214
H -0.483209 0.727047 1.900743 1.32 -0.23 -1.13 0.4771
H -0.682622 3.273287 -1.035255 1.28 2.01 0.22 0.2750
H -0.796351 2.131709 -2.384051 0.61 -0.12 -0.81 0.3431
H -2.236058 3.010559 -1.887615 -0.01 0.81 -0.43 0.4162
H 1.551052 -2.939335 -1.078204 0.59 0.90 0.68 0.2912
H 3.230186 -2.231092 -0.959596 -0.34 0.29 -0.25 0.3620
H 2.510896 -2.864779 0.446004 -0.19 -0.60 0.72 0.3692
H -2.659002 -2.004631 0.133065 -0.59 -0.66 0.84 0.3865
H -3.243531 -1.734038 1.790284 -0.07 0.67 -1.01 0.3841
H -1.624778 -1.431716 1.229837 0.62 -0.80 0.37 0.2780

---

23
Properties=species:S:1:pos:R:3:forces:R:3:mulliken_charge:R:1 method="wB97M-V/def2-TZVPD" e_lumo_ev=-8.580 charge=+2 gap_ev=8.77 smiles="NN1C=CC=N/C1=C/N=[NH+]/C(=[NH2+])O" e_homo_ev=-17.35
N -0.868791 1.800725 -0.373029 0.98 1.18 0.16 -0.8607
N -1.696703 0.767715 -0.147169 -0.55 -1.33 0.01 0.4601
C -3.002537 0.994202 0.121474 -0.32 -0.02 0.07 0.2757
C -3.855842 -0.043299 0.423415 0.36 -0.26 -0.07 -0.6503
C -3.327424 -1.337573 0.413243 -0.46 0.50 0.08 -0.0400
N -2.060200 -1.534029 0.116752 0.56 -0.23 -0.14 -0.4361
C -1.253551 -0.531508 -0.131697 -0.74 0.75 0.24 0.3587
C 0.121879 -0.929000 -0.398065 1.18 -0.18 -0.11 0.1334
N 1.157730 -0.241296 -0.093956 -1.09 -0.93 -0.65 -0.2332
N 2.399081 -0.732547 -0.354989 0.26 -0.49 -0.27 -0.3526
C 3.376915 0.024732 0.233706 -0.48 -0.16 -0.12 0.5936
N 4.652969 -0.192067 0.094910 0.22 0.14 0.15 -0.2918
O 2.885166 0.979099 0.931568 0.02 0.11 0.16 -0.4580
H -0.036769 1.612521 -0.918095 -0.33 -0.15 -0.04 0.2295
H -1.310235 2.697038 -0.546634 -0.12 -0.29 -0.05 0.2565
H -3.339109 2.022065 0.087408 0.11 0.03 -0.01 0.3479
H -4.895775 0.148480 0.641571 -0.01 0.07 0.00 0.4238
H -3.916132 -2.216205 0.637401 -0.11 0.01 -0.01 0.4550
H 0.191433 -1.937398 -0.805794 0.03 0.05 -0.04 0.4663
H 2.553675 -1.604768 -0.853937 -0.01 0.15 0.09 0.2423
H 5.040243 -0.949831 -0.450775 -0.13 0.03 -0.03 0.2415
H 5.310698 0.418617 0.571753 -0.15 -0.08 -0.02 0.2806
H 1.873269 0.784332 0.800931 0.79 1.08 0.59 0.5578

---

18
Properties=species:S:1:pos:R:3:forces:R:3:mulliken_charge:R:1 method="wB97M-V/def2-TZVPD" e_lumo_ev=3.379 charge=-1 gap_ev=5.51 smiles="C=N/C=C/CCC[O-]" e_homo_ev=-2.13
C -3.289689 -0.889432 -0.500196 3.71 0.34 -0.27 -0.3227
N -2.389427 -1.816816 -0.311820 -3.58 0.84 0.42 -0.4767
C -1.082659 -1.685850 -0.713788 2.30 -2.03 -1.45 0.0954
C -0.287669 -0.697938 -0.363160 1.61 1.94 -0.71 -0.3848
C 1.132605 -0.146241 -0.759616 -1.49 -0.08 -1.23 -0.7688
C 1.136576 1.312675 -0.282605 2.60 -0.27 1.51 -0.8489
C 1.726842 1.215829 1.271656 -2.17 0.51 -0.05 -0.2917
O 2.658808 2.081655 1.528600 1.41 0.42 0.02 -0.8638
H -2.965410 0.057138 -1.047508 -0.46 -1.00 0.41 0.2420
H -4.234586 -0.808536 0.019175 -0.20 -0.82 -0.06 0.2602
H -0.555533 -2.598990 -1.202999 -1.41 1.32 0.72 0.2693
H -0.691079 0.151671 0.108604 -1.32 0.47 1.19 0.3502
H 1.164560 -0.208491 -1.854785 0.32 -0.32 -0.03 0.2882
H 1.956680 -0.689652 -0.299666 -0.03 -0.04 -0.19 0.4059
H 1.801426 2.117990 -0.660515 0.70 -1.38 -0.47 0.3182
H 0.242175 1.867810 -0.455374 -1.58 -0.26 0.46 0.4713
H 0.824004 1.407830 1.888464 -0.77 0.00 0.43 0.0927
H 1.897258 0.113446 1.544797 0.36 0.37 -0.71 0.1640

---

21
Properties=species:S:1:pos:R:3:forces:R:3:mulliken_charge:R:1 method="wB97M-V/def2-TZVPD" e_lumo_ev="2.463 / 2.632" charge=-1 gap_ev="5.29 / 5.79" e_homo_ev="-2.83 / -3.16"
C -1.507042 -1.828128 -0.349646 -3.11 0.63 0.68 0.6548
C -0.482721 1.237752 -0.125800 0.15 -0.48 -0.19 -0.7276
C 0.238883 2.510412 -0.401250 0.14 1.09 0.50 -1.0142
C 1.075933 1.250546 -0.398993 0.35 0.49 1.90 1.2515
C -1.686768 -1.826860 1.152761 0.30 3.03 -0.15 -0.8968
C 1.978917 0.905584 0.884357 -0.38 0.47 -2.51 -1.2869
N -0.311745 -2.176098 -0.769126 2.32 -0.74 -0.80 -0.2344
O -2.510888 -1.613895 -1.035708 0.89 -0.21 -0.05 -0.6460
O 1.506356 -2.899664 -2.208231 -0.74 1.22 0.00 -0.5173
O 1.580217 0.862984 -1.502590 0.34 -1.88 -2.50 -0.8367
S 0.496481 -1.839076 -2.016804 0.99 -0.53 -0.10 0.6145
H -0.769514 1.122575 0.931692 -0.41 -0.32 -0.76 0.1543
H -1.098871 0.953625 -1.006285 0.14 -0.33 1.21 0.2825
H 0.000088 2.963283 -1.348222 0.33 0.01 -0.37 0.3005
H 0.271526 3.248862 0.389294 0.19 0.06 0.29 0.2332
H -2.301322 -0.852759 1.295943 1.07 -1.70 0.35 0.1924
H -0.724655 -1.818801 1.697219 -0.56 0.17 -0.25 0.2381
H -2.258481 -2.660759 1.442912 -0.84 -1.05 0.35 0.3843
H 3.043765 0.706046 0.641656 -0.74 0.38 -0.30 0.3376
H 1.558745 0.000529 1.224053 -0.39 -0.96 1.16 0.1728
H 1.901097 1.753839 1.502768 -0.05 0.67 1.54 0.3434

---

18
Properties=species:S:1:pos:R:3:forces:R:3:mulliken_charge:R:1 method="wB97M-V/def2-TZVPD" e_lumo_ev="-6.656 / -6.655" charge=+1 gap_ev="6.22 / 6.22" e_homo_ev="-12.88 / -12.88"
C 1.317908 1.400480 0.330651 -0.74 -1.13 0.02 -0.5594
C 2.471009 0.752723 0.503323 0.58 0.15 0.26 -0.0635
C 0.283675 -0.294323 -1.354823 1.93 -1.56 2.03 -0.7142
C -0.669818 -0.403364 -0.225807 0.80 -1.05 -0.54 1.3558
C -2.120856 -0.361139 -0.520540 -0.30 -3.57 -0.34 -1.4938
C -0.399427 -1.085939 1.093700 4.11 2.45 0.15 -1.0078
N 0.267629 0.871785 -0.627265 -0.69 3.49 1.53 0.0014
S 2.970181 -0.675244 -0.279076 -2.03 0.23 -1.00 -0.0011
H 0.842380 2.068935 1.018628 0.27 0.65 0.05 0.3527
H 3.210547 1.160782 1.253324 -0.90 -0.30 -0.83 0.3258
H 0.220391 -0.365583 -2.410325 0.01 -0.12 -0.79 0.2834
H -2.750362 -0.173574 0.344587 0.11 -0.25 0.08 0.3894
H -2.392040 -1.402453 -1.061450 0.47 2.21 1.52 0.3178
H -2.301222 0.338172 -1.227404 -0.95 2.35 -2.37 0.4749
H -0.573629 -2.140841 1.065194 -0.34 -0.52 -0.18 0.3878
H -0.985824 -0.546175 1.847684 0.23 -0.51 0.03 0.3807
H 0.787295 -0.907359 1.268948 -2.95 -0.75 0.13 0.2041
H -0.177830 1.763123 -1.019348 0.39 -1.78 0.25 0.3661

---

18
Properties=species:S:1:pos:R:3:forces:R:3:mulliken_charge:R:1 method="wB97M-V/def2-TZVPD" e_lumo_ev=-5.261 charge=+1 gap_ev=8.49 e_homo_ev=-13.75
C 0.392707 -1.340686 -0.845021 -1.28 -2.60 1.29 -0.8660
C 1.442364 -0.612494 -1.090164 2.83 1.19 0.84 -0.0837
C 2.007563 0.451655 -0.205727 -5.23 0.00 -0.77 -0.2498
C 1.135326 1.462854 0.197862 3.58 0.48 1.32 -0.6423
C -0.226609 1.412227 -0.180822 -1.76 -2.64 -0.39 0.1089
N -1.104197 0.437037 0.050498 1.08 1.51 1.50 0.0183
C -1.196395 -0.144932 1.384876 1.40 -2.73 2.45 -0.9574
S -2.552236 -0.077167 -0.775915 0.66 0.67 -1.65 -0.0203
H 0.063128 -2.005412 -1.599618 -0.17 -0.75 -0.82 0.4804
H -0.083067 -1.626041 0.141518 0.97 1.02 -1.41 0.1881
H 2.115553 -0.801475 -1.949628 -0.92 0.21 0.12 0.3702
H 3.029159 0.443535 -0.238623 2.54 0.91 0.52 0.5101
H 1.577251 2.472927 0.555042 -0.91 -1.80 -0.64 0.3200
H -0.450111 1.973152 -1.017447 -0.88 1.72 -1.60 0.4263
H -1.407295 -1.290985 1.276263 0.02 2.29 0.33 0.4379
H -0.200439 -0.128256 2.039745 -2.16 0.58 -1.64 0.3644
H -2.054416 0.344076 1.910774 0.81 -0.41 -0.31 0.3746
H -1.890552 -0.414104 -1.948759 -0.58 0.36 0.85 0.2205

---

17
Properties=species:S:1:pos:R:3:forces:R:3:mulliken_charge:R:1 method="wB97M-V/def2-TZVPD" e_lumo_ev="3.892 / 3.798" charge=-1 gap_ev="3.26 / 7.04" spin_multiplicity=2 e_homo_ev="0.63 / -3.24"
C 0.197097 0.958039 -0.245060 -0.32 -2.66 1.35 -0.0295
C 0.008508 2.224139 -0.426052 -0.30 4.08 -1.71 -0.8765
C 0.379606 0.946372 2.150290 0.59 2.19 2.22 -0.9894
C -0.026191 0.297326 1.020801 -0.45 -0.34 0.71 0.0151
C -0.523583 -1.104503 1.067549 1.02 3.00 0.17 -0.2424
C 0.204320 -2.029198 0.481466 1.44 -1.84 -1.63 -1.0563
H 0.545880 0.252940 -0.931460 0.08 -0.53 -1.89 0.1587
H 0.021217 2.825909 -1.357634 0.46 -1.01 0.14 0.2618
H -0.289655 2.883405 0.361858 -0.26 -0.05 0.78 0.2954
H 0.367376 0.573417 3.166155 -0.36 -0.84 -0.05 0.3200
H 0.799469 2.005128 2.266101 -0.77 -1.36 -1.07 0.2033
H -1.257448 -1.415473 1.756345 -0.90 0.03 1.07 0.3763
H 0.239062 -3.065908 0.654341 -1.04 -1.40 0.34 0.3479
H 1.053586 -1.812659 -0.118276 0.80 0.80 -0.43 0.3021
H -0.705035 -1.552669 -2.437051 0.35 -0.44 0.58 0.3213
H 0.544153 -1.100463 -3.264509 1.37 -0.68 0.08 0.3111
O -0.344643 -0.918335 -3.048729 -1.72 1.07 -0.67 -0.7188